Record 1
DFT (ωB97M-V/def2-TZVPD) results for a single C5H8N2 molecule.

Values from the calculation:
LUMO level = 0.2 eV
Relative energy (zero: lowest compared OMol25 entry of this formula, charge and spin) = 428.5 kJ/mol
E_HOMO = -7.14 eV

XYZ file:
```
15
Properties=species:S:1:pos:R:3:mulliken_charge:R:1
C -1.2410 0.2960 0.8708 -1.0488
C -1.0586 -0.4713 -1.4251 -0.9598
N -0.2119 -0.0066 -0.1711 0.4749
C 0.8462 -0.8449 0.3665 -0.2081
C 1.9592 -0.1091 0.4379 -0.4052
N 1.7397 1.1985 -0.0730 -0.5212
C 0.5233 1.2176 -0.4396 0.0086
H -1.8835 1.0701 0.4552 0.3972
H -1.8408 -0.6032 1.0080 0.3661
H -0.7541 0.6022 1.8007 0.3415
H -0.3033 -0.6135 -2.2141 0.2055
H -1.3373 -1.4944 -1.1030 0.1529
H 0.6407 -1.8806 0.5984 0.3960
H 2.9379 -0.3868 0.8054 0.4085
H -0.0166 2.0261 -0.9171 0.3918
```

Record 2
DFT (ωB97M-V/def2-TZVPD) results for a single C5H8N2 molecule in a non-equilibrium geometry.

Values from the calculation:
LUMO level = 1.0 eV
Relative energy (zero: lowest compared OMol25 entry of this formula, charge and spin) = 115.7 kJ/mol
E_HOMO = -7.27 eV
SMILES = Cn1cccc1N

XYZ file:
```
15
Properties=species:S:1:pos:R:3:mulliken_charge:R:1
C 0.8776 1.4270 0.6997 -0.9375
N -0.2181 0.5162 0.3758 0.0626
C -0.4138 -0.4203 1.4018 -0.6278
C -0.6179 -1.6390 0.8533 -0.4658
C -0.6102 -1.4770 -0.5667 -0.6523
C -0.3419 -0.1550 -0.8162 0.3961
N -0.2256 0.5265 -2.0169 -0.4902
H 1.7054 1.3496 -0.0199 0.3106
H 0.5703 2.4861 0.7268 0.2073
H 1.1691 0.8998 1.6418 0.4390
H -0.6470 -0.0483 2.3873 0.4621
H -0.7638 -2.5598 1.3983 0.4238
H -0.8097 -2.2440 -1.2972 0.3944
H 0.2831 1.3993 -1.9759 0.2449
H 0.0426 -0.0610 -2.7921 0.2328
```

Record 3
DFT (ωB97M-V/def2-TZVPD) results for a molecular structure, C5H8N2 in a non-equilibrium geometry.

Values from the calculation:
LUMO level = 1.0 eV
Relative energy (zero: lowest compared OMol25 entry of this formula, charge and spin) = 386.0 kJ/mol
E_HOMO = -8.32 eV

XYZ file:
```
15
Properties=species:S:1:pos:R:3:mulliken_charge:R:1
C 1.5020 0.7577 0.8239 -0.7003
C 1.4533 0.8761 -0.7476 -0.8109
C -0.3238 -1.0428 0.0821 -0.8392
C -1.8505 -0.7809 -0.0940 -0.2394
C 0.3230 0.3060 0.0960 0.8181
N -2.0837 0.6205 0.0168 -0.2399
N -1.1862 1.4018 0.0530 -0.2358
H 2.1247 -0.0611 1.3298 0.2371
H 1.5406 1.8295 1.2758 0.2429
H 1.2266 1.8114 -1.3114 0.2841
H 1.9346 0.0810 -1.3794 0.2258
H 0.0216 -1.5628 0.8636 0.4535
H -0.0714 -1.7356 -0.7377 0.3118
H -2.2695 -1.2557 -1.0874 0.2862
H -2.3413 -1.2451 0.8165 0.2061
```

Record 4
DFT (ωB97M-V/def2-TZVPD) results for a single C5H8N2 molecule.

Values from the calculation:
LUMO level = 1.0 eV
Relative energy (zero: lowest compared OMol25 entry of this formula, charge and spin) = 120.7 kJ/mol
E_HOMO = -8.69 eV
SMILES = Cc1cnn(C)c1

XYZ file:
```
15
Properties=species:S:1:pos:R:3:mulliken_charge:R:1
C -0.6433 1.4976 -1.8430 -1.1249
C -0.5900 0.3456 -0.8640 0.4307
C -1.2163 0.6039 0.3661 -0.3971
N -0.6645 -0.0283 1.3798 -0.8696
N 0.2803 -0.7874 0.8127 0.6174
C 1.1898 -1.4954 1.6846 -0.7961
C 0.3349 -0.6417 -0.5385 -0.5475
H -1.5105 1.5543 -2.5061 0.2772
H 0.2780 1.5971 -2.4164 0.3339
H -0.6932 2.3917 -1.2049 0.3251
H -2.0508 1.2806 0.4861 0.4760
H 0.7906 -2.4748 1.9534 0.2622
H 1.3019 -0.8904 2.5876 0.3005
H 2.1687 -1.6022 1.2101 0.3203
H 0.9590 -1.3331 -1.0964 0.3917
```

Record 5
DFT (ωB97M-V/def2-TZVPD) results for a single C5H8N2 molecule in a non-equilibrium geometry.

Values from the calculation:
LUMO level = 1.0 eV
Relative energy (zero: lowest compared OMol25 entry of this formula, charge and spin) = 168.4 kJ/mol
E_HOMO = -8.44 eV
SMILES = Cc1cnn(C)c1

XYZ file:
```
15
Properties=species:S:1:pos:R:3:mulliken_charge:R:1
C 1.4180 2.0281 0.2773 -1.1519
C 0.6555 0.7955 -0.0608 0.5735
C 0.3059 0.2926 -1.3614 -0.4620
N -0.0438 -0.9801 -1.3676 -0.6531
N -0.5477 -1.0217 -0.0875 0.4287
C -1.5641 -1.9829 0.2452 -0.8373
C 0.0441 -0.1156 0.7531 -0.5208
H 1.1037 2.8510 -0.3407 0.3305
H 1.2470 2.3127 1.3296 0.2977
H 2.4887 1.8646 0.1207 0.2460
H 0.4719 0.8056 -2.2988 0.4316
H -1.1843 -2.6908 0.9919 0.3088
H -1.8027 -2.5389 -0.6595 0.2993
H -2.4655 -1.5004 0.6436 0.3011
H -0.1267 -0.1197 1.8148 0.4078
```

Record 6
DFT (ωB97M-V/def2-TZVPD) results for a molecular structure, C5H8N2 in a non-equilibrium geometry.

Values from the calculation:
Charge = +2
LUMO level = -11.2 eV
Relative energy (zero: lowest compared OMol25 entry of this formula, charge and spin) = 147.1 kJ/mol
E_HOMO = -20.66 eV

XYZ file:
```
15
Properties=species:S:1:pos:R:3:mulliken_charge:R:1
C 2.0282 -0.7515 -0.8412 0.4645
C -2.0517 0.5584 0.9946 0.4516
C 2.9344 -1.5598 -1.5476 -0.8144
C -3.4600 0.5054 1.0451 -0.7892
C 0.3370 0.8960 1.0392 -0.1186
N 1.0992 -0.3516 -0.2780 -0.2542
N -0.8902 0.6798 1.0600 0.2735
H 3.0579 -1.0582 -2.5241 0.3190
H 3.9236 -1.6749 -1.0568 0.3402
H 2.3990 -2.6093 -1.6367 0.3158
H -3.8816 0.1610 0.0183 0.3758
H -3.8007 -0.1522 1.8845 0.3525
H -3.7993 1.5642 1.0974 0.3529
H 0.7129 1.8977 0.5297 0.3675
H 1.0631 0.3770 1.7131 0.3630
```

Record 7
DFT (ωB97M-V/def2-TZVPD) results for a single C5H8N2O molecule in a non-equilibrium geometry.

Values from the calculation:
LUMO level = 0.9 eV
Relative energy (zero: lowest compared OMol25 entry of this formula, charge and spin) = 517.1 kJ/mol
E_HOMO = -8.20 eV
SMILES = C1=N[C@@H]2CC[C@@H]2ON1

XYZ file:
```
16
Properties=species:S:1:pos:R:3:mulliken_charge:R:1
C -1.9581 0.7127 -0.2003 -0.0074
N -0.9258 1.4974 0.0633 -0.7112
C 0.3171 0.8242 0.3661 0.1180
C 1.5095 0.6730 -0.4151 -0.5446
C 1.4176 -0.8270 -0.2474 -0.7018
C 0.1692 -0.5705 0.6169 0.2610
O -0.9211 -1.3070 -0.1173 -0.3359
N -2.0211 -0.6412 -0.1107 -0.1185
H -2.9076 1.3676 -0.3617 0.3020
H 0.8136 1.1738 1.3217 0.1780
H 1.5228 0.8989 -1.4998 0.2657
H 2.4969 1.0913 -0.1254 0.2466
H 2.1403 -1.3010 0.4446 0.1676
H 1.2199 -1.5281 -1.1113 0.3085
H 0.1037 -1.0570 1.7142 0.2926
H -2.9768 -1.0071 -0.3380 0.2795
```

Record 8
DFT (ωB97M-V/def2-TZVPD) results for a molecular structure, C5H8N2O in a non-equilibrium geometry.

Values from the calculation:
LUMO level = -0.4 eV
Relative energy (zero: lowest compared OMol25 entry of this formula, charge and spin) = 494.1 kJ/mol
E_HOMO = -8.31 eV

XYZ file:
```
16
Properties=species:S:1:pos:R:3:mulliken_charge:R:1
C -1.7360 0.1341 0.5552 -1.3178
C 0.7880 0.5448 0.2961 0.5350
C 1.1172 0.1755 -1.0388 0.1621
C -0.3703 -0.5128 0.6664 0.9190
C 1.3447 0.6668 -2.2306 -0.7200
O 0.0198 -1.2311 -0.9432 -0.5694
N 1.4212 1.2863 1.1129 -0.7161
N -0.0581 -1.3696 1.6217 -0.8478
H 0.5033 -1.9817 -0.5510 0.3844
H 1.0639 1.0928 2.0597 0.3208
H -0.8059 -1.4419 2.3121 0.2251
H -1.8416 0.9182 1.3075 0.3125
H -1.8765 0.5831 -0.4304 0.3483
H -2.5079 -0.6211 0.7141 0.3839
H 1.1079 0.1182 -3.1367 0.2953
H 1.8302 1.6384 -2.3152 0.2847
```

Record 9
DFT (ωB97M-V/def2-TZVPD) results for 2 unconnected molecules or ions with the total composition C5H8N2O in a non-equilibrium geometry.

Values from the calculation:
LUMO level = -2.6 eV
Relative energy (zero: lowest compared OMol25 entry of this formula, charge and spin) = 1031.3 kJ/mol
E_HOMO = -9.21 eV

XYZ file:
```
16
Properties=species:S:1:pos:R:3:mulliken_charge:R:1
C 0.4620 -0.4083 0.0546 0.9582
C 0.9094 0.8406 1.1243 -0.5032
C -0.7071 1.0606 1.1766 -0.6419
C -0.5579 0.4850 -0.3051 -0.5538
C 0.7503 -0.9278 -1.3988 -0.6275
H 0.8701 -2.8312 -0.0074 0.2889
H 1.3461 1.8251 0.5062 0.2218
H 1.4633 0.5550 2.0199 0.3379
H -0.9581 2.1519 1.1082 0.2966
H -1.1931 0.4221 1.9377 0.2820
H -0.1907 1.4734 -0.7630 0.1776
H -2.0350 -0.7339 -1.1071 0.3977
H 1.6451 -1.5534 -1.6697 0.5822
N -1.2869 -0.1008 -1.5271 -0.2408
N -0.3179 -0.8322 -2.0911 -0.4173
O -0.1994 -1.4260 0.9419 -0.5583
```

Record 10
DFT (ωB97M-V/def2-TZVPD) results for a single C5H8N2O molecule in a non-equilibrium geometry.

Values from the calculation:
LUMO level = 0.7 eV
Relative energy (zero: lowest compared OMol25 entry of this formula, charge and spin) = 205.9 kJ/mol
E_HOMO = -6.86 eV
SMILES = Cc1[nH]cc(O)c1N

XYZ file:
```
16
Properties=species:S:1:pos:R:3:mulliken_charge:R:1
C 2.1070 0.1555 -0.2039 -1.2615
C 0.7023 -0.2859 0.0148 0.2423
N 0.4038 -1.5571 0.3916 -0.1908
C -0.9571 -1.6969 -0.0391 -0.9468
C -1.5072 -0.4042 -0.0751 0.6037
O -2.8449 -0.1499 -0.0631 -0.5232
C -0.4656 0.5080 0.0918 0.5516
N -0.5473 1.9169 0.0858 -0.6547
H 2.1925 1.2409 -0.2651 0.2882
H 2.7524 -0.1339 0.6265 0.3338
H 2.5562 -0.2297 -1.1207 0.3058
H 1.0633 -2.3098 0.2626 0.2674
H -1.2173 -2.5424 -0.6539 0.2753
H -2.9639 0.8081 -0.0752 0.2742
H 0.1588 2.3558 0.6641 0.2217
H -1.4330 2.3247 0.3588 0.2131
```

Record 11
DFT (ωB97M-V/def2-TZVPD) results for 2 unconnected molecules or ions with the total composition C5H8N2O in a non-equilibrium geometry.

Values from the calculation:
LUMO level = 0.7 eV
Relative energy (zero: lowest compared OMol25 entry of this formula, charge and spin) = 132.0 kJ/mol
E_HOMO = -8.07 eV
SMILES = C=CC(=C)N.N=C=O

XYZ file:
```
16
Properties=species:S:1:pos:R:3:mulliken_charge:R:1
C -0.1081 2.0583 1.4574 -0.8115
C -0.4661 1.4718 0.3216 -0.3589
C -0.7806 0.0568 0.1490 1.0306
C -1.3650 -0.3754 -0.9760 -1.1872
N -0.5224 -0.7912 1.2199 -0.5545
H -0.0311 1.5234 2.3897 0.2708
H 0.1031 3.1138 1.5004 0.2608
H -0.5581 2.0617 -0.5800 0.2484
H -1.6134 -1.4123 -1.1207 0.3017
H -1.6326 0.3021 -1.7642 0.2941
H 0.2830 -0.5376 1.7708 0.2131
H -0.5311 -1.7690 0.9719 0.2686
N 1.7811 -1.6935 -0.6688 -0.3932
C 1.6130 -1.2024 -1.7429 0.5936
O 1.2701 -0.7053 -2.7263 -0.4100
H 2.5582 -2.1010 -0.2018 0.2336
```

Record 12
DFT (ωB97M-V/def2-TZVPD) results for a single C5H8N2O2 molecule in a non-equilibrium geometry.

Values from the calculation:
LUMO level = 0.0 eV
Relative energy (zero: lowest compared OMol25 entry of this formula, charge and spin) = 222.7 kJ/mol
E_HOMO = -8.41 eV
SMILES = [H]/N=C\C(=O)/C(O)=C(/C)N

XYZ file:
```
17
Properties=species:S:1:pos:R:3:mulliken_charge:R:1
H -2.4441 -0.9322 -1.0308 0.4177
N -3.1851 -0.2886 -0.7080 -0.7624
C -2.7251 0.4592 0.2438 -0.0934
C -1.3205 0.4209 0.7926 0.4912
O -1.1118 1.0810 1.8051 -0.6531
C -0.2508 -0.3237 0.0328 0.2027
O -0.6729 -1.3238 -0.8308 -0.6518
C 1.0467 0.0518 0.1685 0.8140
C 2.1529 -0.5784 -0.6519 -1.5585
N 1.4987 1.0329 1.0371 -0.5201
H -3.3752 1.2126 0.7170 0.3742
H 0.1005 -1.8040 -1.1695 0.2774
H 2.1864 -0.1228 -1.6471 0.3235
H 2.0346 -1.6607 -0.7540 0.4402
H 3.1299 -0.4222 -0.1797 0.3899
H 2.1854 1.6691 0.6392 0.2204
H 0.7503 1.5288 1.5359 0.2881
```

Record 13
DFT (ωB97M-V/def2-TZVPD) results for a single C5H8N2O2 molecule in a non-equilibrium geometry.

Values from the calculation:
LUMO level = 0.5 eV
Relative energy (zero: lowest compared OMol25 entry of this formula, charge and spin) = 366.8 kJ/mol
E_HOMO = -9.10 eV
SMILES = [H]/N=C1\N[C@]1(O)[C@@H](C)C=O

XYZ file:
```
17
Properties=species:S:1:pos:R:3:mulliken_charge:R:1
H -0.7235 -0.9733 -3.5888 0.2451
N -0.2839 -1.1978 -2.6930 -0.5950
C -0.4655 -0.3904 -1.7672 -0.1032
N -0.9815 0.8204 -1.3912 -0.4577
C -0.7354 0.0184 -0.2182 0.7783
O -1.8801 -0.4788 0.3479 -0.5272
C 0.4078 0.4383 0.6779 0.4629
C 0.5218 -0.3272 1.9994 -1.4433
C 1.7314 0.3826 -0.0704 -0.2478
O 2.5797 -0.4476 0.1050 -0.4745
H -1.8889 1.1911 -1.6585 0.2887
H -2.0115 -0.1234 1.2373 0.3340
H 0.2583 1.5047 0.8991 0.1822
H -0.3723 -0.2048 2.6068 0.4401
H 1.3594 0.0378 2.5899 0.3799
H 0.6677 -1.3868 1.7974 0.3284
H 1.8165 1.1367 -0.8734 0.4090
```

Record 14
DFT (ωB97M-V/def2-TZVPD) results for 2 unconnected molecules or ions with the total composition C5H8N2O2 in a non-equilibrium geometry.

Values from the calculation:
LUMO level = 0.6 eV
Relative energy (zero: lowest compared OMol25 entry of this formula, charge and spin) = 118.8 kJ/mol
E_HOMO = -8.56 eV
SMILES = c1c[nH]cn1.COC=O

XYZ file:
```
17
Properties=species:S:1:pos:R:3:mulliken_charge:R:1
C -1.7276 1.1309 2.1916 -0.4878
C -0.5599 0.4369 1.9589 -0.1751
N -0.0766 0.9421 0.7776 0.0423
C -0.9478 1.8994 0.3492 -0.1173
N -1.9630 2.0388 1.1870 -0.6153
H -2.4116 1.0222 3.0333 0.3638
H -0.0440 -0.3483 2.5114 0.3924
H 0.7825 0.6525 0.3037 0.3351
H -0.7950 2.4600 -0.5730 0.3719
C -0.0103 -1.5553 -1.4696 -0.5274
O 1.2925 -1.7997 -2.0128 -0.2940
C 2.2508 -0.9912 -1.5306 0.1974
O 2.0915 -0.1182 -0.7119 -0.6104
H -0.6996 -2.2761 -1.9407 0.2569
H -0.3634 -0.5342 -1.6914 0.2533
H -0.0354 -1.7068 -0.3773 0.2506
H 3.2171 -1.2531 -2.0054 0.3636
```

Record 15
DFT (ωB97M-V/def2-TZVPD) results for a single C5H8N2O2S molecule in a non-equilibrium geometry.

Values from the calculation:
LUMO level (spin up / spin down) = 0.5 / 0.5 eV
Relative energy (zero: lowest compared OMol25 entry of this formula, charge and spin) = 420.0 kJ/mol
E_HOMO (spin up / spin down) = -6.18 / -6.13 eV

XYZ file:
```
18
Properties=species:S:1:pos:R:3:mulliken_charge:R:1
C 1.3174 1.5708 0.8941 0.0907
C -0.6482 -1.0227 -0.8386 0.8732
C 0.1775 2.0606 1.7840 -0.5136
C -0.3404 0.1179 0.1643 -0.1932
C -2.3280 -2.7822 -1.8874 -0.7388
N 0.9705 0.4768 0.2143 -0.0767
N 2.5977 1.9017 1.2091 -0.5105
O 0.3506 -1.4444 -1.4222 -0.6711
O -1.9153 -1.5172 -1.0259 -0.3772
S -1.2947 1.0916 1.2177 -0.1804
H 0.3378 1.9104 2.8775 0.3005
H -0.0085 3.0483 1.7341 0.3365
H -2.4706 -3.4920 -1.1928 0.3318
H -2.9867 -2.5925 -2.7069 0.3203
H -1.5155 -3.0599 -2.5212 0.3064
H 1.6476 -0.0239 -0.2604 0.2148
H 3.1166 1.0476 1.0148 0.2426
H 2.9921 2.7091 0.7456 0.2447
```

Record 16
DFT (ωB97M-V/def2-TZVPD) results for a single C5H8N2O4 molecule in a non-equilibrium geometry.

Values from the calculation:
LUMO level = 0.1 eV
Relative energy (zero: lowest compared OMol25 entry of this formula, charge and spin) = 728.5 kJ/mol
E_HOMO = -9.39 eV
SMILES = C=CCCO/C(=N\O)[N+](=O)[O-]

XYZ file:
```
19
Properties=species:S:1:pos:R:3:mulliken_charge:R:1
C 1.2933 -0.0835 1.2480 -0.6374
C 0.1471 0.4850 1.5719 -0.1074
C -0.4255 1.6117 0.7212 -0.4650
C -1.1426 1.2294 -0.6475 -0.5443
O -0.0874 0.4520 -1.3010 -0.3301
C 0.1464 -0.8128 -1.0274 0.2338
N -0.4167 -1.7403 -0.4322 -0.1658
O -1.6145 -1.6605 0.1627 -0.3594
N 1.4062 -1.2813 -1.6217 1.0999
O 1.7846 -2.4203 -1.5333 -0.5760
O 1.9558 -0.4252 -2.2813 -0.5654
H 1.9969 0.4834 0.5575 0.2478
H 1.7960 -0.8869 1.9279 0.2392
H -0.4878 0.1164 2.3838 0.3151
H -1.2907 2.1607 1.2161 0.3396
H 0.2572 2.4191 0.3568 0.2766
H -2.1086 0.7172 -0.6870 0.3011
H -1.3590 2.0850 -1.3032 0.3386
H -1.8506 -2.4492 0.6887 0.3589
```